[1]
Below is C13H27BN2O4 in the gas phase in a non-equilibrium geometry, with properties calculated with wB97M-V/def2-TZVPD.

## Properties
Energy relative to the best compared isomer or geometry (same formula, charge and spin) = 61.35 kJ/mol
Structure (SMILES) = CCCCCC(=O)NCC(=O)N[C@@H](CC(C)C)B(O)O
Kohn-Sham gap = 9.30 eV
Net charge = 0
HOMO = -9.4292 eV
Total energy = -25769.1439 eV
LUMO = -0.1313 eV

Structure (XYZ):
```
47
Properties=species:S:1:pos:R:3:forces:R:3:nbo_charge:R:1
O 2.886 -1.591 1.392 -0.4652 -0.1664 -0.1202 -0.614
O 2.385 1.547 -2.570 0.1900 -0.5719 0.5906 -0.616
O -1.905 -2.241 0.322 -0.4307 -0.9541 0.5390 -0.892
O -1.889 -3.875 2.103 -0.9352 -1.1296 -0.8590 -0.900
B -1.319 -2.840 1.431 0.3254 0.8991 -0.1182 1.133
C 2.005 -1.217 0.635 -0.4900 -0.6221 0.8108 0.670
C 1.566 1.692 -1.679 0.1057 -0.7114 0.2872 0.684
N 1.426 0.774 -0.621 -0.1191 1.2319 -1.7499 -0.636
N 0.661 -1.572 0.803 1.2112 1.5462 -1.9874 -0.635
C 2.388 -0.287 -0.514 -0.8044 -0.3952 0.0503 -0.306
C -0.873 4.732 -4.932 0.1093 0.3909 -1.1744 -0.607
C -0.054 -3.759 4.547 -0.3848 0.0729 1.1390 -0.629
C -1.926 -2.021 4.411 0.4842 0.1156 -0.2852 -0.627
C 0.608 2.829 -1.773 -0.8173 1.0137 0.4306 -0.499
C 0.389 3.892 -4.810 -0.4463 -0.2969 -0.5839 -0.398
C -0.510 2.561 -2.806 0.9169 -0.4282 -1.0858 -0.387
C 0.076 2.506 -4.244 -0.6508 0.2856 -0.2357 -0.403
C -0.389 -2.265 4.441 0.3184 0.3513 0.2601 -0.207
C 0.346 -1.651 3.236 -0.9321 0.0162 0.3207 -0.388
C 0.135 -2.351 1.893 -0.5960 -0.9692 -0.3610 -0.395
H -2.736 -2.716 0.134 0.3913 0.5930 -0.2434 0.485
H -2.679 -4.294 1.696 0.7494 0.4897 0.4300 0.494
H 0.975 1.058 0.226 -0.2482 0.2996 0.1282 0.400
H 0.001 -1.258 0.069 0.7967 -0.3032 0.8463 0.418
H 3.356 0.128 -0.298 0.5913 -0.2099 0.0955 0.222
H 2.420 -0.830 -1.465 0.1113 0.0380 0.1688 0.232
H -1.654 4.166 -5.446 0.0033 0.0826 -0.1431 0.197
H -0.726 5.693 -5.469 0.0444 -0.6163 0.1908 0.210
H -1.271 4.988 -3.980 -0.3055 0.2584 0.9366 0.195
H 0.003 -4.060 5.623 -0.0238 -0.0520 -0.9587 0.210
H 0.846 -4.030 4.021 0.7403 0.1257 0.2047 0.209
H -0.804 -4.328 4.025 -0.4852 -0.3583 0.1859 0.221
H -2.367 -2.346 5.337 -0.1581 -0.1099 0.5535 0.211
H -2.426 -2.602 3.630 0.2301 0.3092 0.3306 0.214
H -2.192 -0.965 4.274 0.2308 -0.1169 0.0532 0.202
H 0.124 3.030 -0.822 0.0011 -0.0244 0.3679 0.206
H 1.182 3.751 -2.024 -0.3728 -0.7167 -0.0114 0.233
H 0.866 3.773 -5.791 -0.1284 0.0187 0.0994 0.204
H 1.090 4.424 -4.210 0.7630 0.3415 0.6216 0.193
H -1.005 1.608 -2.634 0.1117 -0.2255 0.3938 0.206
H -1.309 3.297 -2.762 0.1668 0.2278 0.2041 0.208
H 0.964 1.868 -4.291 -0.2928 0.0835 0.1122 0.238
H -0.693 2.095 -4.926 0.2875 -0.1296 0.3372 0.191
H 0.027 -1.743 5.349 -0.4312 -0.4174 -0.8057 0.203
H 1.411 -1.589 3.414 0.2245 -0.0502 0.1283 0.234
H -0.036 -0.640 3.149 0.0490 0.4382 -0.2420 0.195
H 0.625 -3.342 1.905 0.3640 0.3461 0.1478 0.223
```
Forces are in eV/Å.



[2]
Below is a gas-phase ion, C13H27BN4O3P (charge +1) in a non-equilibrium geometry, with properties calculated with wB97M-V/def2-TZVPD.

## Properties
Energy relative to the best compared isomer or geometry (same formula, charge and spin) = 278.81 kJ/mol
Structure (SMILES) = CCB(O)c1nc(NP(CC)CC)[nH][n+]1CCCCOC=O
Kohn-Sham gap = 8.69 eV
Net charge = +1
HOMO = -11.5386 eV
Total energy = -35981.6828 eV
LUMO = -2.8501 eV

Structure (XYZ):
```
49
Properties=species:S:1:pos:R:3:forces:R:3:nbo_charge:R:1
C -0.099 -0.957 2.759 0.3764 0.1633 0.1359 -0.598
C 0.940 -1.991 2.292 -0.8470 -0.1640 0.1763 -0.807
B 0.765 -2.571 0.856 0.3481 0.0746 0.3224 1.020
O 1.258 -3.773 0.461 -0.8687 -0.0159 -0.5496 -0.884
C 0.029 -1.710 -0.282 0.1678 0.1228 -0.2181 0.169
N -1.300 -1.591 -0.357 -0.1022 -0.0671 0.2310 -0.502
C -1.543 -0.811 -1.411 -0.0295 0.4494 -0.4283 0.582
N -2.752 -0.416 -1.845 0.6550 -0.6099 0.5360 -0.848
P -4.288 -0.846 -1.111 -1.3627 0.6988 -0.4230 0.979
C -4.179 -0.073 0.555 0.8055 -0.4579 0.5573 -0.736
C -3.918 -0.970 1.787 0.0587 0.4934 0.0954 -0.613
C -4.258 -2.667 -0.942 0.2045 -0.2912 -0.5408 -0.748
C -5.148 -3.333 -2.024 0.1616 0.0356 0.4700 -0.610
N -0.374 -0.447 -1.989 -0.1157 -0.0434 0.1265 -0.375
N 0.621 -1.029 -1.253 0.1938 -0.1360 -0.1124 -0.141
C 2.048 -0.861 -1.528 0.2700 0.3328 0.4142 -0.227
C 2.704 0.130 -0.558 0.0336 0.2984 -0.0400 -0.416
C 2.728 1.565 -1.093 -0.3460 -0.1243 0.1496 -0.443
C 2.943 2.632 -0.017 -0.0622 -0.0367 0.2137 -0.073
O 4.272 3.153 -0.007 -0.3789 0.2068 -0.4093 -0.510
C 5.232 2.224 0.129 -0.1450 -0.2667 0.5607 0.638
O 6.178 2.166 -0.571 0.9028 0.0948 -0.6126 -0.508
H -0.418 -0.284 1.964 -0.0608 0.0078 -0.0933 0.193
H 0.324 -0.334 3.544 -0.0491 0.0251 0.1057 0.223
H -0.978 -1.441 3.173 -0.1260 -0.0403 -0.0951 0.222
H 1.946 -1.573 2.383 0.1578 -0.0418 -0.2054 0.261
H 0.925 -2.837 2.983 0.2090 -0.0364 0.1057 0.249
H 0.945 -4.535 0.961 0.6416 -0.0509 0.2920 0.529
H -2.786 0.208 -2.632 -0.0574 -0.0247 -0.0933 0.425
H -3.362 0.647 0.487 -0.0278 0.1309 -0.1539 0.231
H -5.073 0.522 0.712 -0.1867 -0.0416 -0.1871 0.249
H -3.076 -0.580 2.356 0.0658 0.0106 0.0058 0.213
H -3.674 -1.995 1.536 -0.0641 -0.1050 0.0128 0.210
H -4.768 -0.935 2.463 -0.1263 -0.2705 -0.0124 0.223
H -4.604 -2.967 0.042 0.0299 0.1456 0.1540 0.246
H -3.239 -3.030 -1.048 0.0899 0.0019 0.2148 0.240
H -6.006 -3.800 -1.549 -0.1535 0.0101 -0.0906 0.222
H -5.509 -2.604 -2.743 -0.0378 -0.0498 -0.1867 0.217
H -4.595 -4.118 -2.532 -0.0125 -0.0093 -0.1694 0.216
H -0.176 0.137 -2.784 0.0098 0.0017 -0.0465 0.440
H 2.151 -0.506 -2.549 0.0338 -0.1946 -0.1752 0.229
H 2.519 -1.835 -1.430 -0.1323 -0.1859 -0.1890 0.250
H 3.708 -0.217 -0.320 0.0853 -0.0255 -0.0338 0.234
H 2.144 0.139 0.377 -0.0230 -0.1992 0.0996 0.209
H 3.479 1.681 -1.873 0.0272 0.0286 -0.1000 0.243
H 1.755 1.758 -1.552 -0.0345 0.0882 -0.0893 0.194
H 2.286 3.474 -0.208 0.1666 0.2172 0.0250 0.216
H 2.690 2.250 0.977 -0.0034 -0.1032 0.0549 0.175
H 5.097 1.523 0.966 -0.3416 -0.0464 0.1959 0.095
```
Forces are in eV/Å.



[3]
Below is 3 unconnected molecules or ions with the total composition C13H27Br2F4NO4S in a non-equilibrium geometry, with properties calculated with wB97M-V/def2-TZVPD.

## Properties
Structure (SMILES) = CCCCCN(CC[C@@](F)(Br)C(F)(F)Br)S(=O)(=O)F.CCO.CCO
Kohn-Sham gap = 10.50 eV
Net charge = 0
HOMO = -10.2317 eV
Total energy = -185388.1135 eV
LUMO = 0.2666 eV

Structure (XYZ):
```
52
Properties=species:S:1:pos:R:3:forces:R:3:nbo_charge:R:1
C -0.947 -4.746 2.004 -0.4368 0.1964 0.3962 -0.604
C -0.771 -3.435 1.246 0.4752 -0.0591 0.0634 -0.408
C -0.380 -3.642 -0.228 -0.0669 -0.4432 0.1687 -0.403
C -1.520 -3.394 -1.224 0.6457 0.4525 0.2076 -0.410
C -1.525 -1.978 -1.807 -1.0081 -0.3709 0.3299 -0.221
N -1.151 -0.929 -0.817 0.1731 0.5329 -0.3841 -0.696
C -0.217 0.118 -1.309 0.2136 0.1598 0.8013 -0.240
C 1.151 -0.021 -0.586 -0.8424 0.7927 -0.5442 -0.529
C 2.386 0.084 -1.459 0.7183 -0.8945 0.7364 0.293
F 2.754 1.373 -1.690 -0.3172 -0.2325 -0.3041 -0.332
Br 3.835 -0.715 -0.369 -0.1987 0.1253 -0.2941 0.023
C 2.259 -0.662 -2.829 1.0908 0.3338 -0.3568 0.606
F 1.672 0.184 -3.703 -0.3952 -0.3145 0.2355 -0.326
F 1.509 -1.767 -2.683 0.0354 0.3026 -0.0118 -0.326
Br 3.942 -1.187 -3.700 -0.4218 0.1437 0.3008 0.028
S -2.492 -0.266 -0.160 -1.1117 -0.8523 -1.1799 2.550
O -3.317 -1.299 0.361 0.3249 0.1055 0.3084 -0.909
O -3.094 0.703 -1.014 0.3131 0.3606 0.3453 -0.919
F -1.852 0.503 1.026 0.2984 0.1876 0.3148 -0.478
H -1.595 -5.449 1.481 0.0354 -0.0510 -0.1685 0.199
H -0.004 -5.232 2.241 0.1231 -0.0642 -0.2056 0.203
H -1.439 -4.537 2.955 0.0269 -0.0768 0.1157 0.208
H 0.021 -2.876 1.748 -0.0129 0.1498 0.0451 0.198
H -1.677 -2.843 1.347 -0.0948 0.0747 -0.1554 0.213
H -0.076 -4.687 -0.314 0.0899 -0.0651 -0.1290 0.207
H 0.513 -3.067 -0.470 -0.0386 0.1572 -0.1833 0.200
H -2.460 -3.551 -0.702 -0.1659 -0.2109 -0.1113 0.218
H -1.435 -4.079 -2.064 -0.2031 -0.1192 -0.0504 0.214
H -0.913 -1.896 -2.697 0.4232 0.1485 0.1880 0.218
H -2.545 -1.770 -2.139 -0.0082 0.0129 -0.2596 0.208
H -0.164 0.135 -2.392 -0.1115 -0.2246 -0.0500 0.219
H -0.633 1.080 -1.022 0.0179 0.1373 -0.1839 0.222
H 1.211 0.807 0.126 0.3445 -0.2206 -0.0357 0.300
H 1.137 -0.924 0.009 0.1757 -0.2406 -0.1802 0.259
C 1.155 2.724 4.127 0.1076 -0.1512 -0.0161 -0.634
C 1.377 2.769 2.626 -0.3494 -0.1505 0.2581 -0.077
O 1.295 1.457 2.049 0.1094 0.1125 0.1229 -0.738
H 1.891 2.076 4.605 0.0318 0.0417 0.0021 0.210
H 1.230 3.721 4.562 -0.0306 0.0055 -0.0015 0.214
H 0.166 2.319 4.358 -0.0349 0.0850 -0.0032 0.197
H 2.370 3.152 2.397 0.0196 -0.0876 -0.1041 0.175
H 0.641 3.408 2.141 0.1863 0.0801 0.1383 0.201
H 0.412 1.119 2.235 -0.0014 -0.0221 0.0759 0.462
C -0.078 3.831 -1.752 0.0645 -0.0702 0.0593 -0.643
C -0.769 4.078 -0.425 0.1498 0.2233 -0.1243 -0.060
O 0.124 4.634 0.541 -0.1700 0.0246 -0.2126 -0.731
H 0.773 3.160 -1.620 -0.0090 -0.0167 0.0021 0.214
H -0.766 3.390 -2.476 -0.0119 0.0265 -0.0063 0.218
H 0.307 4.765 -2.168 -0.0597 0.0109 -0.0399 0.204
H -1.136 3.142 -0.004 -0.0190 0.0375 0.0950 0.173
H -1.623 4.749 -0.557 -0.0905 -0.1120 -0.0131 0.164
H 0.449 5.471 0.197 0.0160 0.0289 -0.0019 0.468
```
Forces are in eV/Å.



- Among the records above, which one has the highest net charge?
  C13H27BN4O3P



- Which of these has the highest Kohn-Sham gap?
  C13H27Br2F4NO4S